[1]
# Mg2N6O18

A molecular structure, Mg2N6O18 in a non-equilibrium geometry (ωB97M-V with the def2-TZVPD basis set, OMol25).

XYZ file:
```
26
Properties=species:S:1:pos:R:3:forces:R:3
Mg -0.363 -0.339 1.727 -1.0 0.0 -0.1
Mg 0.415 0.152 -1.687 0.1 -1.1 -0.1
N -2.998 0.231 1.977 1.1 1.4 -2.2
O -2.421 0.547 0.882 -0.4 -0.8 0.7
O -2.187 -0.107 2.899 -0.4 -0.8 0.5
O -4.204 0.335 2.085 0.3 -0.5 0.9
N 2.094 -0.279 -3.605 0.7 -1.2 0.9
O 2.105 -0.739 -2.392 1.4 0.0 -0.9
O 2.990 -0.533 -4.429 -1.5 0.5 1.3
O 1.079 0.395 -3.827 -0.4 0.9 -1.1
N 1.235 1.743 1.058 0.1 -0.7 0.7
O 0.117 1.557 1.679 1.1 0.7 -0.2
O 1.582 0.842 0.246 -0.2 0.1 -0.2
O 1.962 2.672 1.333 -0.5 0.0 -0.3
N 1.981 -1.317 3.396 2.0 -1.3 -0.9
O 3.035 -1.578 2.796 0.9 0.6 1.7
O 1.848 -1.118 4.600 0.2 0.3 -0.4
O 1.001 -1.415 2.627 -3.4 0.6 -0.5
N -1.494 1.791 -1.939 1.1 -3.3 2.3
O -0.314 1.882 -1.322 -1.5 0.8 -1.4
O -1.819 0.593 -2.289 1.1 1.9 -0.1
O -2.239 2.698 -1.926 -1.0 1.7 -0.8
N -0.869 -2.014 -0.967 -1.2 -1.8 -1.2
O -0.355 -1.287 -0.091 1.0 1.5 0.9
O -1.668 -2.879 -0.695 -0.3 -0.3 0.7
O -0.513 -1.832 -2.136 0.5 0.7 -0.3
```
Positions in Å, forces in eV/Å.

Computed properties:
- net charge = -2
- 2S+1 = 1



[2]
# C57H51O3P3PdSSi

A molecular structure, C57H51O3P3PdSSi (ωB97M-V with the def2-TZVPD basis set, OMol25).

XYZ file:
```
117
Properties=species:S:1:pos:R:3:forces:R:3
Pd -0.217 0.301 0.099 -0.4 0.1 0.3
C 1.883 -1.426 2.468 0.0 -0.1 0.0
Si 1.296 -1.402 0.693 0.2 0.1 0.1
C 0.382 -3.028 0.376 0.1 -0.2 0.0
C 0.979 -4.242 0.035 0.0 0.0 0.0
C 0.225 -5.402 -0.058 -0.1 0.0 0.0
C -1.139 -5.374 0.210 0.0 0.0 0.0
C -1.752 -4.179 0.550 0.0 0.0 0.0
C -0.992 -3.014 0.614 0.0 0.1 0.0
P -1.655 -1.370 1.054 0.2 0.0 0.1
C -1.717 -1.386 2.873 -0.1 0.1 0.0
C -1.921 -0.178 3.536 0.0 0.0 -0.1
C -2.002 -0.142 4.918 0.0 0.0 0.0
C -1.858 -1.312 5.652 0.0 0.1 0.0
C -1.632 -2.515 5.000 0.0 0.0 0.0
C -1.562 -2.553 3.615 -0.1 -0.1 0.0
C -3.410 -1.584 0.574 0.1 0.0 -0.1
C -4.463 -1.490 1.476 0.0 -0.1 0.0
C -5.771 -1.691 1.051 0.0 0.0 0.0
C -6.036 -1.992 -0.275 0.0 0.0 0.0
C -4.987 -2.101 -1.181 0.0 0.0 0.0
C -3.685 -1.897 -0.758 0.0 -0.1 0.0
C 2.878 -1.351 -0.325 0.1 0.2 0.0
C 3.959 -2.226 -0.175 0.0 0.0 0.1
C 5.140 -2.010 -0.862 0.1 0.0 -0.1
C 5.269 -0.911 -1.708 0.0 -0.1 0.0
C 4.212 -0.033 -1.869 -0.1 0.0 0.0
C 3.024 -0.259 -1.176 -0.1 -0.2 0.0
P 1.495 0.691 -1.437 0.3 0.2 -0.2
C 0.859 -0.075 -2.975 0.0 0.0 -0.1
C -0.286 0.463 -3.560 0.0 0.1 0.0
C -0.832 -0.086 -4.707 0.0 0.0 0.0
C -0.250 -1.211 -5.279 0.0 0.0 0.0
C 0.880 -1.764 -4.699 0.0 0.0 0.0
C 1.438 -1.197 -3.560 0.0 -0.1 0.1
C 2.209 2.282 -2.039 -0.2 0.0 -0.1
C 3.061 2.993 -1.192 0.0 0.0 0.1
C 3.691 4.143 -1.639 0.0 0.0 0.0
C 3.496 4.597 -2.937 0.0 0.0 0.0
C 2.657 3.894 -3.786 -0.1 0.0 0.0
C 2.012 2.749 -3.338 0.1 0.0 0.0
H 2.637 -2.221 2.521 0.0 0.0 0.1
H 1.097 -1.643 3.190 0.0 0.0 0.0
H 2.358 -0.491 2.751 0.0 0.0 -0.1
H 2.038 -4.291 -0.188 0.0 0.0 0.0
H 0.701 -6.332 -0.343 0.0 0.0 0.0
H -1.727 -6.281 0.143 0.0 0.0 0.0
H -2.815 -4.157 0.750 0.0 0.0 0.0
H -1.968 0.748 2.978 0.0 0.0 0.0
H -2.141 0.805 5.423 0.0 0.0 0.0
H -1.897 -1.280 6.733 0.0 0.0 0.0
H -1.500 -3.426 5.568 0.0 0.0 0.0
H -1.378 -3.497 3.117 0.0 0.0 0.0
H -4.269 -1.269 2.519 0.0 0.0 0.0
H -6.581 -1.615 1.766 0.0 0.0 0.0
H -7.055 -2.146 -0.604 0.0 0.0 0.0
H -5.182 -2.344 -2.217 0.0 0.0 0.0
H -2.872 -1.989 -1.471 0.0 0.0 0.0
H 3.902 -3.060 0.516 0.0 0.0 0.0
H 5.975 -2.687 -0.727 0.0 0.0 0.0
H 6.199 -0.738 -2.234 0.0 0.0 0.0
H 4.312 0.818 -2.529 0.0 0.0 0.0
H -0.733 1.354 -3.136 0.0 0.0 0.0
H -1.712 0.363 -5.152 0.0 0.0 0.0
H -0.678 -1.652 -6.170 0.0 0.0 0.0
H 1.337 -2.643 -5.135 0.0 0.0 0.0
H 2.320 -1.649 -3.125 0.0 0.0 0.0
H 3.221 2.646 -0.179 0.0 0.0 0.0
H 4.349 4.681 -0.967 0.0 0.0 0.0
H 3.998 5.492 -3.282 0.0 0.0 0.0
H 2.493 4.235 -4.800 0.0 0.0 0.0
H 1.374 2.218 -4.027 -0.1 -0.1 0.0
C -0.323 7.759 1.348 0.0 0.1 0.0
C 0.112 6.356 1.665 0.1 0.0 0.0
C -0.776 5.431 2.194 0.0 0.0 0.0
C -0.394 4.117 2.439 -0.1 -0.1 0.0
C 0.898 3.717 2.160 0.2 0.1 0.1
C 1.811 4.638 1.652 0.0 0.1 0.0
C 1.419 5.941 1.404 0.0 0.0 0.0
S 1.494 2.081 2.541 0.3 0.0 -0.2
O 2.115 2.206 3.838 0.0 -0.1 0.1
O 2.426 1.769 1.450 -0.1 -0.1 0.2
O 0.327 1.196 2.511 -0.3 0.2 -0.1
H -1.306 7.973 1.765 0.0 0.0 0.0
H -0.381 7.910 0.266 0.0 0.0 0.0
H 0.380 8.493 1.744 0.0 0.0 0.0
H -1.792 5.739 2.414 0.0 0.0 0.0
H -1.102 3.403 2.842 0.0 0.0 0.0
H 2.827 4.323 1.454 0.0 0.0 0.0
H 2.138 6.648 1.003 0.0 0.0 0.0
C -3.128 1.126 -1.651 -0.2 0.2 0.0
P -1.964 2.030 -0.559 0.1 -0.3 -0.1
C -3.168 2.795 0.597 0.1 0.0 0.1
C -3.920 1.955 1.414 0.0 -0.1 0.0
C -4.854 2.461 2.303 0.0 0.0 0.0
C -5.047 3.832 2.393 0.0 0.0 0.0
C -4.302 4.681 1.589 0.0 0.0 0.0
C -3.367 4.169 0.700 0.0 0.0 0.0
C -1.449 3.493 -1.515 -0.1 0.0 -0.1
C -2.248 4.068 -2.509 0.0 -0.1 0.0
C -1.859 5.238 -3.133 0.1 0.1 0.0
C -0.675 5.867 -2.756 -0.1 0.0 -0.1
C 0.110 5.317 -1.760 0.1 -0.1 0.1
C -0.271 4.127 -1.149 0.1 0.1 0.1
H -3.756 1.786 -2.248 0.0 0.0 0.0
H -3.784 0.543 -1.008 0.0 0.0 0.0
H -2.591 0.440 -2.301 0.0 0.0 0.0
H -3.783 0.882 1.351 0.0 0.1 0.0
H -5.425 1.782 2.924 0.0 0.0 0.0
H -5.773 4.237 3.086 0.0 0.0 0.0
H -4.440 5.753 1.655 0.0 0.0 0.0
H -2.780 4.852 0.101 0.0 0.0 -0.1
H -3.190 3.614 -2.786 0.0 0.0 0.0
H -2.482 5.671 -3.905 0.0 0.0 0.0
H -0.373 6.788 -3.239 0.0 0.0 0.0
H 1.029 5.795 -1.450 0.0 0.0 0.0
H 0.342 3.709 -0.360 0.0 0.0 0.0
```
Positions in Å, forces in eV/Å.

Computed properties:
- net charge = 0
- 2S+1 = 1
- relative energy (zero: lowest compared OMol25 entry of this formula, charge and spin) (kJ/mol) = 0.0



[3]
# C45H95ClHfN5O15

A molecular structure, C45H95ClHfN5O15 in a non-equilibrium geometry (ωB97M-V with the def2-TZVPD basis set, OMol25).

XYZ file:
```
162
Properties=species:S:1:pos:R:3:forces:R:3
Hf 0.702 -3.442 1.974 -2.2 3.6 -0.9
Cl -0.209 -1.319 0.500 1.0 -1.7 1.1
C -7.021 5.265 3.823 0.2 0.1 0.3
C -5.870 4.233 3.944 -0.2 -0.9 -0.3
C -5.810 3.022 2.884 -0.4 0.8 0.0
N -6.498 1.716 3.239 -0.4 -1.1 -0.5
C -8.008 1.933 3.314 0.7 0.3 1.0
C -5.802 1.086 4.465 -1.3 0.8 0.0
C -5.529 -0.351 4.166 -0.1 -0.2 0.9
C -5.305 -0.398 2.710 -1.3 -0.6 -2.6
C -6.303 0.651 2.126 1.4 0.6 -0.1
H -7.239 5.717 2.855 -0.1 -1.0 -0.4
H -6.903 6.203 4.365 0.8 -0.3 0.6
H -7.869 4.805 4.330 -0.5 0.2 -0.7
H -5.963 3.808 4.943 -0.2 -0.3 0.1
H -4.871 4.659 4.043 0.0 0.3 -0.8
H -4.776 2.737 2.688 0.0 0.1 0.0
H -6.262 3.248 1.918 0.3 0.6 -0.1
H -8.114 2.733 4.046 -0.5 -0.1 -0.2
H -8.558 1.042 3.616 0.5 -0.1 0.3
H -8.424 2.193 2.340 0.5 0.4 0.0
H -6.533 1.154 5.272 0.6 0.5 0.4
H -4.866 1.633 4.582 -0.3 0.2 0.4
H -6.414 -0.920 4.448 0.2 -0.3 0.0
H -4.690 -0.686 4.776 -0.1 -0.2 -0.1
H -5.646 -1.338 2.277 0.1 -0.3 0.2
H -4.294 -0.339 2.307 0.1 0.7 0.4
H -7.283 0.278 1.827 0.1 -0.3 0.5
H -5.917 1.156 1.241 0.2 0.1 0.0
C 0.837 0.697 -4.211 -0.6 0.5 -0.1
C -0.567 0.183 -4.657 1.0 0.0 0.3
C -0.824 -1.076 -3.806 -1.1 0.2 -0.9
N -2.277 -1.576 -3.876 -2.0 -0.2 1.4
C -3.342 -0.529 -3.415 0.1 0.2 -0.5
C -2.575 -2.829 -2.950 2.7 -1.2 0.1
C -2.004 -4.155 -3.714 -0.3 3.5 1.4
C -1.906 -3.549 -5.110 -1.2 -0.9 -2.1
C -2.591 -2.136 -5.259 0.9 -1.3 1.7
H 1.172 1.430 -4.945 0.1 0.3 0.4
H 1.649 -0.022 -4.107 -0.3 -0.7 -0.5
H 0.785 1.106 -3.202 -0.2 0.5 -0.1
H -0.530 0.027 -5.735 0.1 -0.8 0.0
H -1.326 0.966 -4.636 0.1 0.1 0.9
H -0.532 -0.939 -2.765 -0.4 0.1 0.1
H -0.161 -1.820 -4.248 -0.3 -0.5 0.3
H -4.322 -1.004 -3.376 0.2 -0.3 -0.4
H -3.411 0.323 -4.092 0.3 -0.2 -0.1
H -3.221 -0.111 -2.416 0.8 -0.3 -0.1
H -3.619 -2.974 -2.669 0.0 0.6 -0.5
H -1.976 -2.683 -2.051 -0.3 0.2 0.2
H -2.657 -4.982 -3.434 0.0 0.0 -0.8
H -0.987 -4.385 -3.397 -0.2 0.0 0.5
H -2.472 -4.231 -5.745 0.4 0.1 -0.6
H -0.866 -3.541 -5.436 -0.2 0.1 -0.2
H -3.673 -2.259 -5.321 0.1 0.2 0.0
H -2.223 -1.476 -6.045 0.0 -0.2 0.1
C 2.100 -4.168 -4.129 0.7 -1.0 1.0
C 3.350 -4.080 -4.975 -0.2 1.6 -1.3
C 3.413 -2.645 -5.651 -0.3 -0.3 0.9
N 4.688 -2.258 -6.353 1.7 -0.5 -1.4
C 4.813 -3.216 -7.564 0.6 1.5 0.7
C 4.785 -0.854 -6.936 -0.4 1.1 1.0
C 6.241 -0.428 -6.972 0.6 -0.2 -0.9
C 6.997 -1.230 -5.950 0.2 -1.3 0.6
C 6.029 -2.317 -5.450 -2.2 0.6 -0.6
H 2.076 -3.417 -3.339 -0.4 0.3 -0.2
H 2.313 -5.083 -3.576 -0.6 -0.2 0.2
H 1.166 -4.337 -4.664 0.1 0.4 0.0
H 3.252 -4.892 -5.696 0.5 0.2 -0.2
H 4.224 -4.227 -4.342 0.0 0.0 -0.1
H 3.167 -1.933 -4.863 0.7 0.3 0.3
H 2.572 -2.461 -6.321 0.2 -0.4 -0.5
H 5.660 -2.839 -8.138 0.1 -0.3 0.0
H 3.921 -2.996 -8.151 0.0 -0.8 0.0
H 5.001 -4.233 -7.221 -0.4 0.1 -0.2
H 4.326 -0.681 -7.910 -0.3 -0.7 0.1
H 4.293 -0.194 -6.223 -0.3 -0.1 0.1
H 6.720 -0.657 -7.925 -0.4 0.3 -0.3
H 6.366 0.641 -6.797 -0.3 -0.1 -0.2
H 7.889 -1.705 -6.358 0.0 0.3 0.0
H 7.287 -0.621 -5.094 0.1 -0.1 0.0
H 6.292 -3.373 -5.506 0.4 0.3 0.6
H 5.648 -1.913 -4.512 0.0 -1.0 0.4
C 2.610 4.541 -0.534 0.7 1.4 -0.8
C 2.840 3.129 -0.231 0.4 -3.2 -0.2
C 4.053 2.392 -0.927 -0.6 0.9 0.5
N 4.242 0.916 -0.447 0.6 0.7 -0.8
C 3.112 -0.112 -0.795 0.9 1.4 0.4
C 4.538 0.838 1.045 0.2 0.5 0.2
C 5.282 -0.501 1.243 0.0 2.1 1.4
C 5.991 -0.769 -0.077 -0.8 -0.9 -2.2
C 5.574 0.364 -1.097 -0.4 0.1 2.3
H 1.722 4.956 -0.057 -0.2 -0.3 -0.2
H 2.581 4.663 -1.616 -0.2 0.6 0.0
H 3.437 5.108 -0.106 0.1 0.3 -0.3
H 2.006 2.507 -0.556 -0.6 0.1 0.6
H 3.007 3.076 0.845 -0.2 -0.6 0.1
H 4.902 3.054 -0.755 0.8 -0.8 0.9
H 4.106 2.428 -2.015 -1.0 -0.5 -0.2
H 3.477 -1.037 -0.349 -0.3 -0.1 -0.3
H 3.004 -0.129 -1.880 0.1 -0.2 0.1
H 2.166 0.164 -0.329 0.2 0.1 0.1
H 3.678 0.931 1.708 -0.7 -0.6 -0.7
H 5.048 1.744 1.369 0.8 -0.1 -0.7
H 4.503 -1.085 1.733 0.3 -1.3 -1.1
H 5.968 -0.346 2.076 0.4 0.0 -0.2
H 5.649 -1.694 -0.542 -0.4 -0.3 0.2
H 7.065 -0.939 -0.150 0.1 0.6 0.9
H 5.439 0.067 -2.137 -0.4 -0.1 0.2
H 6.297 1.179 -1.063 -0.2 0.1 0.0
C -1.710 1.924 2.182 0.1 0.5 -1.6
C -0.696 1.918 3.329 -1.0 0.2 -0.7
C -1.333 2.502 4.615 2.2 -1.2 -0.5
N -0.177 2.501 5.696 -2.6 1.2 1.7
C 0.386 1.139 6.050 0.2 1.6 0.2
C -0.839 3.048 7.010 0.8 2.3 -0.1
C -0.337 4.594 7.205 -1.3 -1.8 -0.6
C 1.039 4.504 6.633 0.5 -0.8 -0.5
C 0.913 3.549 5.384 -0.7 0.0 0.9
H -2.604 1.301 2.153 -0.1 -0.1 1.2
H -1.310 1.574 1.230 0.8 -0.2 0.1
H -2.013 2.926 1.876 -0.3 0.3 0.5
H 0.173 2.520 3.063 -0.1 0.4 -0.2
H -0.270 0.915 3.360 -0.4 -0.2 0.8
H -2.210 1.928 4.913 0.4 -0.4 0.5
H -1.700 3.522 4.504 0.5 0.2 -0.1
H 0.848 0.726 5.154 -0.2 -0.4 0.4
H -0.356 0.561 6.602 -0.1 -0.2 -0.8
H 1.097 1.449 6.816 0.6 -0.6 -0.2
H -0.380 2.537 7.857 -0.4 -0.4 -0.2
H -1.920 2.934 6.923 0.2 -0.2 0.3
H -0.293 4.844 8.265 -0.3 -0.1 -0.1
H -0.927 5.346 6.682 -0.4 -0.3 0.0
H 1.637 4.122 7.460 0.6 -0.3 -0.5
H 1.428 5.485 6.361 0.1 -0.2 -0.2
H 1.794 2.967 5.114 0.1 0.5 -0.2
H 0.464 4.124 4.573 0.6 0.0 -0.2
O -3.431 -4.578 1.466 -1.8 0.6 1.6
C -2.361 -4.985 0.871 -3.6 -4.7 -6.6
O -1.375 -4.426 1.284 10.3 4.1 3.8
O -2.422 -5.741 -0.090 0.3 -0.2 0.0
H -2.839 -4.136 2.079 -1.8 1.6 2.4
O -1.728 -1.144 4.898 -0.3 2.6 1.5
C -1.713 -2.266 4.290 -1.2 -5.4 -3.0
O -0.679 -2.591 3.663 5.8 -0.7 -3.0
O -2.669 -3.041 4.232 -1.0 1.2 1.1
H -2.649 -1.230 5.154 -0.8 0.9 1.0
O 3.340 -1.422 4.749 -0.2 0.5 -0.9
C 2.652 -2.079 3.818 -0.7 -1.8 -0.5
O 2.088 -1.566 2.863 -1.6 4.3 -2.8
O 2.471 -3.303 3.807 0.0 -4.3 1.4
H 3.980 -2.009 5.159 0.0 -0.5 0.4
O 3.420 -4.564 -1.204 0.2 0.4 -0.1
C 2.503 -4.134 -0.372 -3.7 -0.5 0.8
O 1.296 -4.372 -0.422 -2.3 -1.3 -0.8
O 2.828 -3.453 0.608 2.1 2.2 3.6
H 4.102 -4.172 -0.654 2.0 -0.3 -0.5
O -3.990 1.515 -0.431 1.6 -3.0 2.5
C -4.329 2.558 -1.120 -4.4 5.5 -3.2
O -5.332 3.239 -0.757 0.8 -1.2 1.2
O -3.723 2.794 -2.191 1.6 -1.0 0.0
H -3.135 1.382 -0.848 0.6 -0.8 0.1
```
Positions in Å, forces in eV/Å.

Computed properties:
- net charge = +3
- 2S+1 = 1



[4]
# C3H6N4

C3H6N4 in the gas phase in a non-equilibrium geometry (ωB97M-V with the def2-TZVPD basis set, OMol25).

XYZ file:
```
13
Properties=species:S:1:pos:R:3:forces:R:3
H 2.958 -0.795 -0.393 0.0 -0.4 0.5
N 2.443 0.056 -0.236 -1.8 0.4 0.7
C 1.200 -0.067 0.102 0.0 1.0 -3.0
N 0.283 1.038 -0.247 1.9 -1.4 2.2
C -0.982 0.866 0.340 -5.0 -0.1 0.7
C -1.611 -0.372 -0.352 2.6 2.8 2.5
N -0.885 -1.366 -0.321 2.7 -3.8 0.3
N 0.454 -1.264 0.445 0.1 0.2 -1.9
H 0.604 2.005 -0.402 0.4 -1.2 0.4
H -1.296 0.719 1.487 1.9 0.2 -1.8
H -1.703 1.665 0.103 0.8 0.4 -0.2
H -2.566 -0.340 -0.776 -1.3 -0.4 -0.8
H 1.099 -2.146 0.251 -2.3 2.4 0.3
```
Positions in Å, forces in eV/Å.

Computed properties:
- structure (SMILES) = [H]/N=C1/NCC=NN1
- net charge = 0
- 2S+1 = 1
- relative energy (zero: lowest compared OMol25 entry of this formula, charge and spin) (kJ/mol) = 284.9



| no. | frontier orbital gap (hartree) | LUMO (eV) |
| --- | --- | --- |
| 1 | 0.345 | 5.0 |
| 2 | 0.304 | 0.2 |
| 3 | 0.179 | -6.8 |
| 4 | 0.356 | 0.9 |